Formula: C35H27N4O2P2S3V
Source: the OMol25 dataset
Level of theory: ωB97M-V with the def2-TZVPD basis set

Results
Multiplicity   4
M   744.7 g/mol
Calculated total energy   -4540.77465 hartree
LUMO (alpha / beta)   1.989 / 1.984 eV
Net charge   -1
Energy relative to the best compared isomer or geometry (same formula, charge and spin)   247.3 kJ/mol

Geometry as XYZ:
```
74
Properties=species:S:1:pos:R:3:lowdin_charge:R:1
V 1.4120 -1.0579 0.1772 0.612
S 1.7727 1.3851 2.2801 0.244
P 0.1023 1.5633 1.2170 0.374
C -0.0761 0.2219 0.1906 -0.685
P -1.4020 -0.5908 -0.5456 0.380
S -1.7928 -2.3856 0.1912 0.249
C -0.9582 -0.7297 -2.3234 -0.332
C -0.4812 0.3887 -3.0012 -0.099
C -0.1806 0.3106 -4.3509 -0.092
C -0.3399 -0.8897 -5.0291 -0.104
C -0.7799 -2.0159 -4.3510 -0.094
C -1.0937 -1.9354 -3.0006 -0.105
C -2.9741 0.3677 -0.6572 -0.335
C -4.1872 -0.2517 -0.3709 -0.123
C -5.3640 0.4844 -0.3561 -0.095
C -5.3384 1.8451 -0.6265 -0.104
C -4.1318 2.4652 -0.9190 -0.088
C -2.9558 1.7319 -0.9347 -0.090
C -1.2511 1.9731 2.4068 -0.339
C -0.9779 2.9238 3.3910 -0.115
C -1.9005 3.1797 4.3912 -0.092
C -3.0968 2.4732 4.4383 -0.104
C -3.3634 1.5096 3.4789 -0.081
C -2.4426 1.2601 2.4681 -0.092
C 0.2524 3.1491 0.2840 -0.329
C 1.4618 3.3528 -0.3823 -0.108
C 1.6994 4.5377 -1.0576 -0.089
C 0.7198 5.5238 -1.0976 -0.111
C -0.5010 5.3085 -0.4789 -0.102
C -0.7358 4.1248 0.2111 -0.108
H -0.3257 1.3134 -2.4572 0.099
H 0.1969 1.1824 -4.8706 0.100
H -0.1192 -0.9470 -6.0884 0.093
H -0.8780 -2.9609 -4.8724 0.093
H -1.4461 -2.8045 -2.4595 0.054
H -4.1909 -1.3100 -0.1435 0.047
H -6.3023 -0.0055 -0.1230 0.095
H -6.2568 2.4196 -0.6048 0.093
H -4.1101 3.5289 -1.1256 0.099
H -2.0135 2.2243 -1.1456 0.086
H -0.0251 3.4385 3.3732 0.088
H -1.6821 3.9232 5.1489 0.096
H -3.8135 2.6679 5.2272 0.093
H -4.2844 0.9405 3.5216 0.100
H -2.6506 0.4991 1.7288 0.074
H 2.2146 2.5752 -0.3524 0.084
H 2.6581 4.7050 -1.5331 0.098
H 0.9105 6.4611 -1.6069 0.091
H -1.2669 6.0748 -0.5124 0.094
H -1.6904 3.9657 0.7010 0.098
N 3.4565 -4.3759 1.7585 0.180
C 4.1744 -4.4806 0.5853 -0.185
C 5.1450 -5.3795 0.1691 -0.036
C 5.6405 -5.2063 -1.1111 -0.104
C 5.1791 -4.1760 -1.9381 -0.083
C 4.2111 -3.2793 -1.5226 0.022
C 3.7036 -3.4396 -0.2365 -0.175
N 2.7262 -2.7354 0.4424 0.105
C 2.5969 -3.3267 1.6105 -0.239
C 1.6008 -2.8608 2.5316 -0.298
C 1.2509 -3.2999 3.7715 -0.332
S -0.0340 -2.3348 4.3761 1.043
C -0.0189 -1.4207 2.9197 -0.475
N 0.8654 -1.7964 2.0568 -0.091
H 3.5165 -4.9742 2.5607 0.159
H 5.4879 -6.1836 0.8080 0.102
H 6.3967 -5.8849 -1.4853 0.095
H 5.5819 -4.0780 -2.9379 0.101
H 3.8462 -2.4891 -2.1717 0.078
H 1.6693 -4.0997 4.3603 0.067
H -0.7309 -0.6287 2.7641 0.047
O 3.0781 -0.8735 -3.1282 -0.119
N 2.5805 -0.0941 -2.3222 -0.143
O 2.0560 -0.6972 -1.3096 -0.334
```

=====

Formula: C35H27N5O5SV
Source: the OMol25 dataset
Level of theory: ωB97M-V with the def2-TZVPD basis set

Results
Multiplicity   2
M   680.6 g/mol
Calculated total energy   -3342.10585 hartree
LUMO (alpha / beta)   4.665 / 4.638 eV
Net charge   -2
Energy relative to the best compared isomer or geometry (same formula, charge and spin)   228.1 kJ/mol

Geometry as XYZ:
```
74
Properties=species:S:1:pos:R:3:lowdin_charge:R:1
V 0.7224 0.5257 0.1134 0.955
O -0.3974 -0.4403 1.0229 -0.164
C -0.7239 -1.6536 1.3199 -0.297
C -0.9987 -2.0707 2.6362 -0.010
C -1.3068 -3.3879 2.9062 -0.117
C -1.3968 -4.3293 1.8910 -0.105
C -1.1494 -3.9458 0.5772 -0.029
C -0.7874 -2.6497 0.3004 -0.099
C -0.3892 -2.1200 -1.0278 -0.435
N 0.8694 -2.0167 -1.2091 0.063
C 1.4747 -1.5727 -2.4329 -0.193
C 1.5779 -0.0411 -2.6048 -0.176
N 1.8858 0.6234 -1.3665 -0.120
C 2.8560 1.4987 -1.3762 -0.070
C 3.5223 2.0004 -0.2246 -0.152
C 4.3536 3.1274 -0.2865 -0.063
C 5.1322 3.5170 0.7821 -0.139
C 5.1331 2.7493 1.9460 -0.112
C 4.3347 1.6376 2.0466 -0.021
C 3.4828 1.2160 0.9907 -0.396
O 2.7687 0.1753 1.0906 -0.088
H -0.9594 -1.3410 3.4357 0.106
H -1.4931 -3.6828 3.9322 0.089
H -1.6465 -5.3551 2.1206 0.086
H -1.2211 -4.6521 -0.2354 0.087
H -1.0111 -0.2678 -1.3867 0.069
H 0.9242 -1.9823 -3.2879 0.094
H 2.4865 -1.9965 -2.4215 0.107
H 0.6238 0.3314 -2.9882 0.093
H 2.3473 0.1774 -3.3667 0.118
H 3.2416 1.8385 -2.3517 0.133
H 4.3729 3.7056 -1.2058 0.103
H 5.7520 4.4040 0.7212 0.079
H 5.7763 3.0275 2.7745 0.091
H 4.3266 1.0434 2.9496 0.108
C 1.5848 2.1774 5.3636 -0.137
C 1.4420 0.9585 4.7123 -0.106
C 1.1898 0.8998 3.3586 -0.039
C 1.0587 2.0789 2.6070 -0.250
C 1.2373 3.3070 3.2719 -0.031
C 1.4893 3.3473 4.6242 -0.123
N 0.6832 2.0446 1.2880 -0.124
N 0.2326 3.1872 0.8343 0.020
C -0.3386 3.1127 -0.3853 -0.321
C -0.8796 4.2887 -0.9382 -0.064
C -1.5139 4.2429 -2.1600 -0.147
C -1.6227 3.0285 -2.8181 -0.134
C -1.0968 1.8664 -2.2536 -0.154
C -0.4280 1.8491 -1.0338 -0.126
H 1.7695 2.2145 6.4311 0.079
H 1.5226 0.0373 5.2801 0.094
H 1.1007 -0.0559 2.8592 0.088
H 1.1632 4.2128 2.6910 0.091
H 1.5988 4.3030 5.1206 0.085
H -0.8013 5.2089 -0.3726 0.089
H -1.9355 5.1418 -2.5983 0.080
H -2.1347 2.9664 -3.7721 0.080
H -1.2743 0.9670 -2.8324 0.082
O -3.2423 -0.2137 -0.7853 0.092
C -2.7100 -1.2230 -1.2309 -0.409
N -1.3757 -1.2127 -1.5565 0.129
S -1.1812 -3.6805 -2.6316 0.741
O -1.0383 -5.1592 -2.6435 -0.480
O -1.0876 -3.1118 -3.9997 -0.460
C -3.0219 -3.4808 -2.3254 -0.208
C -3.8890 -4.4115 -2.8664 -0.079
C -5.2594 -4.2769 -2.7191 -0.097
C -5.7703 -3.2271 -1.9664 -0.102
C -4.9103 -2.2941 -1.4238 -0.023
C -3.5299 -2.3942 -1.6265 -0.123
H -3.4607 -5.2331 -3.4202 0.102
H -5.9389 -4.9841 -3.1809 0.090
H -6.8407 -3.1333 -1.8213 0.090
H -5.2748 -1.4440 -0.8621 0.111
```